w:
This record from OMol25 describes a cluster of 2 separate species, C3H9NS2 in total. The level of theory is wB97M-V/def2-TZVPD.

CARTESIAN COORDINATES (ANGSTROEM)
C: -0.54786 1.57729 1.43633
C: -1.87355 1.36740 1.18692
N: -2.78382 2.27417 0.75705
H: 0.19352 1.97128 0.75158
H: -0.13373 1.33547 2.41065
H: -2.31796 0.38008 1.35401
H: -3.71665 1.95416 0.57194
H: -2.41239 3.16828 0.47942
C: 0.60249 -1.47379 1.03996
S: 0.51112 -1.67036 -0.78285
S: 1.67057 -0.08648 -1.48739
H: 1.04957 -2.36320 1.46901
H: -0.45508 -1.42482 1.29427
H: 0.95650 -0.48687 1.30652
H: 2.72548 -0.21899 -0.67273

Summary:
multiplicity	1
SMILES string	C=CN.CSS
LUMO	0.6	eV
HOMO level	-7.35	eV

x:
This record from OMol25 describes a cluster of 2 separate species, C3H9NS2 in total. The level of theory is wB97M-V/def2-TZVPD.

CARTESIAN COORDINATES (ANGSTROEM)
C: -1.15370 -2.96303 0.79881
N: -1.12008 -2.29327 -0.26686
C: -1.49219 -0.86549 -0.18740
H: -1.46243 -4.00821 0.78146
H: -0.92494 -2.53905 1.78876
H: -0.79433 -0.25129 -0.75303
H: -2.46445 -0.88767 -0.67208
H: -1.53220 -0.54547 0.85661
C: 2.21902 1.73068 -0.88439
S: 0.56445 2.38353 -1.13593
S: -0.21573 2.34385 0.78652
H: 2.23866 0.95165 -0.11821
H: 2.59148 1.20913 -1.76639
H: 2.91545 2.50284 -0.56572
H: 0.63098 3.23179 1.33784

Summary:
multiplicity	1
SMILES string	C=NC.CSS
LUMO	0.5	eV
HOMO level	-8.96	eV

y:
This record from OMol25 describes the molecule C3H9NS2. The level of theory is wB97M-V/def2-TZVPD.

CARTESIAN COORDINATES (ANGSTROEM)
C: -2.76382 -1.79681 0.07551
S: -1.37027 -1.23943 1.03180
S: -1.29331 0.82824 0.67356
C: 0.35445 1.08983 -0.35352
C: 1.61047 0.90290 0.52712
N: 2.82878 0.85954 -0.35460
H: -3.84324 -1.84585 0.62531
H: -3.17795 -1.31608 -0.82259
H: -2.56684 -2.83144 -0.19564
H: 0.21225 2.01417 -0.67074
H: 0.55643 0.48363 -1.28827
H: 1.50652 -0.09079 0.97273
H: 1.80281 1.69581 1.19263
H: 3.54401 0.32794 -0.14368
H: 2.59970 0.91835 -1.26963

Summary:
multiplicity	1
SMILES string	CSSCCN
LUMO	0.7	eV
HOMO level	-8.74	eV

Here is how they stack up, most stable first: x, y, w.